The ion C7H8N3O3S with charge +1 in a non-equilibrium geometry. Source: the Open Molecules 2025 dataset; level of theory: ωB97M-V with the def2-TZVPD basis set.

ΔE to the lowest compared entry with this formula, charge and spin, eV: 1.942
Total charge: +1
HOMO level (alpha / beta), eV: -11.3830 / -12.5892
Kohn-Sham gap (alpha / beta), hartree: 0.218 / 0.281

Last column: Löwdin charge in e.
Geometry (Å):
1 C -1.5089 0.7661 -1.9470  -0.1017
2 C -1.1513 0.2422 -3.1784  -0.3775
3 C -0.4241 1.0164 -1.1321  -0.2410
4 C 0.8239 0.6450 -1.7257  -0.6006
5 C 1.0913 -0.2815 1.0266  0.1210
6 C 1.7374 -1.3836 1.5192  -0.2699
7 C -0.4148 1.4734 0.2752  -0.0697
8 N 1.9200 0.7942 -1.1085  0.1619
9 N 1.0595 -2.4313 2.0372  -0.2274
10 N 0.0491 0.4174 1.2132  0.1130
11 O -0.2881 -2.2466 2.2557  0.1125
12 O 1.5448 -3.5458 2.2141  0.1014
13 O 3.0468 -1.5483 1.3279  0.1389
14 S 0.5056 -0.0551 -3.3605  1.0774
15 H -2.5309 0.9623 -1.6730  0.1242
16 H -1.8221 0.0293 -3.9901  0.0815
17 H 0.2966 2.3009 0.3676  0.1477
18 H -1.4043 1.8004 0.5903  0.1404
19 H 2.7717 0.4146 -1.4999  0.0880
20 H -0.4898 0.3875 2.0813  0.1809
21 H -0.6529 -3.0966 2.5735  0.1596
22 H 3.3137 -2.4544 1.5697  0.1393